{
  "formula": "H3O5PS",
  "method": "wB97M-V/def2-TZVPD",
  "e_lumo_ev": 0.320,
  "de_lowest_kj_mol": 215.1,
  "homo_lumo_gap_ev": 10.80,
  "max_force_ha_per_bohr": 0.04124,
  "elements": ["O", "O", "O", "O", "O", "P", "S", "H", "H", "H"],
  "positions_angstrom": [[2.58835, 1.27360, 0.46060], [0.46787, 0.17479, 1.47194], [-1.30396, 0.72707, -0.87793], [1.10557, -0.22618, -1.00144], [-2.14589, -1.28564, 0.10329], [-1.77626, 0.23650, 0.41854], [1.21979, 1.00881, 0.09821], [0.91737, -0.52462, 1.94329], [0.64365, 0.00137, -1.85835], [-1.71649, -1.38569, -0.75815]]
}